{"formula": "C9H36N4O9", "method": "the ωB97M-V functional and the def2-TZVPD basis", "elements": ["N", "C", "N", "O", "H", "H", "H", "H", "N", "C", "N", "O", "H", "H", "H", "H", "C", "O", "H", "H", "H", "H", "C", "O", "H", "H", "H", "H", "C", "O", "H", "H", "H", "H", "C", "O", "H", "H", "H", "H", "C", "O", "H", "H", "H", "H", "C", "O", "H", "H", "H", "H", "C", "O", "H", "H", "H", "H"], "xyz": [[-0.400165, -1.030128, 3.679359], [0.632753, -1.048230, 2.778809], [0.657540, -0.067220, 1.835359], [1.582333, -1.814046, 2.912745], [-1.070969, -0.281758, 3.743564], [-0.239389, -1.683036, 4.408689], [-0.129615, 0.520167, 1.637018], [1.500877, -0.005828, 1.264195], [4.159666, -1.350913, 1.298126], [3.884543, -0.338423, 0.350306], [4.987318, 0.354326, -0.052368], [2.742974, -0.203993, -0.138805], [3.355239, -1.565177, 1.871797], [4.993290, -1.407402, 1.808297], [4.867898, 1.080381, -0.740966], [5.759274, 0.463246, 0.550876], [-0.891429, -1.446397, -0.682318], [-0.774039, 0.004220, -0.697060], [-0.107027, -1.856654, -0.013576], [-1.802586, -1.773009, -0.167265], [-0.786160, -1.757644, -1.665579], [-1.599753, 0.443920, -0.419885], [-1.496558, 0.427804, -4.486323], [-1.922081, -0.135232, -3.266392], [-2.027126, 1.385855, -4.602020], [-0.453565, 0.660288, -4.397754], [-1.714248, -0.295119, -5.271334], [-1.243256, -0.039826, -2.608986], [-2.511565, 2.798025, -1.162924], [-2.827963, 1.829837, -0.192277], [-1.744563, 2.518922, -1.889163], [-3.419523, 3.039674, -1.757851], [-2.265536, 3.749022, -0.636189], [-3.534162, 1.284347, -0.566505], [-5.035928, -0.413523, -2.919922], [-5.050241, -0.044119, -1.514231], [-5.025605, 0.503241, -3.496065], [-4.134689, -0.886220, -3.232780], [-5.875115, -1.022395, -3.230271], [-5.949297, 0.156613, -1.242063], [-1.627438, 2.451720, 3.285787], [-2.292908, 1.347775, 2.709222], [-1.416155, 2.170077, 4.280084], [-0.581829, 2.538822, 2.806314], [-2.167289, 3.349007, 3.265620], [-2.385778, 1.556254, 1.772395], [1.943289, 0.903972, -3.719459], [0.960849, 1.019632, -2.723223], [2.826812, 1.428134, -3.490113], [2.200581, -0.096553, -4.090098], [1.745934, 1.530536, -4.623414], [1.321676, 0.859754, -1.822502], [4.389685, -3.515654, 4.190002], [3.564707, -2.561512, 4.879371], [4.576985, -3.266218, 3.136116], [5.254473, -3.684619, 4.750570], [3.754642, -4.423363, 4.037176], [2.840213, -2.361358, 4.267883]], "atomic_forces_ev_per_a": [[0.4, -0.3, -0.9], [-0.1, 2.2, 0.2], [0.3, -0.5, 0.6], [0.5, -0.9, 0.0], [0.0, -0.1, -0.2], [-0.3, -0.2, 0.7], [-0.1, -0.1, 0.0], [-0.6, -0.2, -0.2], [-2.0, 1.3, -1.4], [-0.5, -1.5, 0.5], [-0.8, 0.3, -0.9], [1.8, 0.2, 0.6], [-0.4, -0.3, 0.0], [1.4, 0.3, 0.4], [-0.2, -0.1, 0.1], [0.7, -0.1, 0.6], [0.3, 1.3, 3.1], [-0.2, -0.5, 0.1], [0.0, 0.3, -0.7], [-0.2, 0.1, -0.7], [0.0, -1.1, -1.7], [0.3, -0.3, -0.1], [-0.5, 0.4, 0.7], [-0.9, -0.5, -0.2], [0.0, -0.3, -0.6], [0.5, 0.0, -0.5], [0.1, 0.3, -0.3], [0.7, 0.4, 0.6], [-0.9, 1.8, -0.6], [-0.1, -0.7, 0.2], [0.2, -0.2, 0.4], [0.4, -0.2, 0.3], [0.2, -0.7, -0.4], [-0.2, -0.3, 0.1], [-0.5, 1.2, 0.2], [0.5, -0.5, -0.5], [-0.3, 0.3, -0.3], [0.8, -0.6, 0.6], [-0.3, -0.1, 0.3], [0.0, -0.1, -0.2], [2.7, -1.5, -1.2], [-0.2, 0.0, -0.2], [0.1, -0.1, 1.4], [-1.5, 0.4, 0.5], [-0.8, 1.4, -0.2], [-0.4, -0.2, -0.3], [0.1, 0.7, -1.4], [0.0, -0.1, 0.3], [1.6, 0.2, 1.1], [-0.3, 0.0, 0.5], [-1.1, -0.6, 0.5], [-0.1, -0.1, -0.9], [-3.3, -0.3, -1.2], [0.7, -0.1, -0.6], [0.5, 0.5, 0.3], [1.3, -0.4, 0.7], [0.8, 0.0, 0.6], [-0.2, 0.2, 0.1]], "lowdin_charge": [0.1805, -0.6265, 0.1862, -0.0144, 0.0731, 0.0956, 0.0705, 0.0635, 0.1672, -0.5771, 0.1611, -0.0079, 0.0540, 0.0654, 0.1064, 0.0851, -0.0841, -0.1716, 0.0794, 0.0942, 0.0499, 0.0411, -0.1316, -0.1439, 0.0830, 0.0375, 0.0824, 0.0057, -0.1264, -0.1466, 0.0775, 0.0942, 0.0950, 0.0696, -0.1187, -0.1255, 0.0732, 0.0489, 0.0761, 0.0761, -0.1513, -0.1358, 0.0601, 0.1065, 0.0599, 0.0362, -0.1832, -0.1359, 0.0482, 0.0897, 0.0894, 0.0741, -0.1500, -0.1401, 0.0538, 0.0539, 0.0904, 0.0159], "total_energy_ha": -1260.6471, "smiles": "NC(N)=O.NC(N)=O.CO.CO.CO.CO.CO.CO.CO", "e_above_lowest_kj_mol": 0.0, "gap_ev": 10.07, "max_force_ev_per_a": 3.47, "lumo_energy_ev": 0.62}